[1]
ORCA calculation (ωB97M-V/def2-TZVPD) on a molecular structure, C42H108CrF6N8O13P.

XYZ file:
```
179
Properties=species:S:1:pos:R:3:mulliken_charge:R:1
Cr 1.52745 0.20251 2.21249 0.355
P 0.42095 0.41183 -0.99920 1.481
F -0.80561 1.59881 -1.02080 -0.451
F 1.52328 1.47279 -0.50539 -0.572
F 0.06404 0.23858 0.63650 -0.411
F 1.52147 -0.82168 -0.79040 -0.177
F -0.69460 -0.72457 -1.35243 0.047
F 0.85229 0.84608 -2.46915 -0.246
C 0.23369 -2.78688 1.32518 -1.099
O 1.04249 -1.83669 2.04501 0.862
C 1.54225 -2.40187 3.24495 -0.859
C 2.82731 -1.68097 3.62464 -1.120
N 2.50999 -0.33758 4.05554 0.182
C 3.73480 0.34232 4.52139 -0.577
C 4.56458 -0.36894 5.64278 -1.152
O 5.80087 -0.79082 5.10399 -0.146
C 6.64676 -1.46177 6.02737 -0.923
H -0.55941 -3.23027 1.92724 0.586
H 0.83662 -3.62841 0.98400 0.328
H -0.28502 -2.33605 0.47914 -0.308
H 1.78807 -3.45549 3.11236 0.627
H 0.79167 -2.43372 4.03470 0.428
H 3.55139 -1.68028 2.80990 0.043
H 3.25500 -2.25763 4.44480 0.690
H 2.06959 -0.54078 4.94147 0.417
H 3.23925 1.25354 4.85637 0.482
H 4.34049 0.43215 3.61963 -0.007
H 4.05115 -1.17994 6.15928 0.434
H 4.81528 0.36356 6.41005 0.525
H 7.16393 -0.71291 6.62724 0.323
H 7.30134 -2.16317 5.50999 0.245
H 6.03458 -2.09302 6.67146 0.383
C -9.61815 -0.44437 2.22514 -0.536
O -9.00913 0.59121 3.00805 -0.321
C -9.03977 1.94367 2.49038 -0.070
C -8.21108 2.92530 3.38756 -0.832
N -6.82851 2.66978 3.37023 -0.270
C -6.07875 3.05293 2.18181 0.206
C -4.53478 2.86606 2.51864 -0.663
O -3.70260 3.24077 1.45354 -0.322
C -3.58205 2.16343 0.49000 -0.668
H -10.69755 -0.30270 2.17106 0.280
H -9.30241 -1.40183 2.63949 0.224
H -9.20783 -0.27155 1.23022 0.161
H -10.08281 2.25601 2.43924 0.471
H -8.68055 1.98689 1.46218 -0.143
H -8.52837 2.77767 4.41985 0.346
H -8.46638 3.93545 3.06736 0.386
H -6.74083 1.67571 3.52592 0.277
H -6.28264 4.10525 1.98396 0.334
H -6.41075 2.59270 1.25118 -0.408
H -4.43382 1.82758 2.83402 0.163
H -4.26390 3.41295 3.42177 0.529
H -2.77670 1.51692 0.83862 0.009
H -3.26378 2.46987 -0.50645 0.288
H -4.52243 1.61338 0.45495 0.420
C 3.44631 -3.64037 -2.35175 -0.480
O 4.31699 -4.02290 -1.32932 -0.480
C 3.71373 -4.01343 -0.04548 0.472
C 4.90855 -4.11658 0.97144 -1.424
N 5.58195 -2.85009 1.26261 0.172
C 6.74303 -3.00416 2.15664 -1.053
C 7.57998 -1.71397 2.18523 -0.289
O 8.13657 -1.30405 0.92475 -0.393
C 9.30969 -1.96425 0.50796 -0.772
H 2.92341 -2.72280 -2.08205 -0.086
H 2.69356 -4.40070 -2.56002 0.398
H 3.87084 -3.53644 -3.35028 0.356
H 3.17097 -4.95180 0.06841 0.675
H 2.97635 -3.26760 0.25136 -0.678
H 5.62506 -4.83069 0.56553 0.577
H 4.56128 -4.42033 1.95898 0.457
H 6.09323 -2.59727 0.42908 0.327
H 7.42443 -3.77585 1.79845 0.457
H 6.56659 -3.19629 3.21497 0.413
H 8.37220 -1.73324 2.93365 0.629
H 6.90723 -0.90641 2.47394 -0.161
H 9.82982 -1.38498 -0.25493 0.275
H 9.11257 -2.90197 -0.01158 0.306
H 10.07266 -2.14957 1.26402 0.322
C -2.95678 -6.43666 1.01873 -0.839
O -2.72868 -5.06869 0.62282 -0.227
C -3.63250 -4.52084 -0.31260 -0.756
C -3.12806 -3.08265 -0.61967 0.368
N -4.08471 -2.32066 -1.42250 0.015
C -3.96920 -0.89474 -1.34858 0.371
C -5.14938 -0.13569 -1.98282 -1.192
O -6.14258 0.17069 -1.00114 -0.270
C -7.14442 1.09342 -1.34206 -0.289
H -3.06339 -7.14362 0.19597 0.338
H -3.77576 -6.49016 1.73603 0.330
H -2.06621 -6.81757 1.51862 0.232
H -4.67325 -4.54675 0.01031 0.396
H -3.62837 -5.16768 -1.18991 0.384
H -2.19031 -3.14035 -1.17230 -0.318
H -2.82760 -2.66820 0.34265 0.143
H -5.03528 -2.65129 -1.33767 0.304
H -3.08879 -0.68546 -1.95618 -0.390
H -3.70134 -0.58151 -0.33951 -0.045
H -5.53246 -0.49779 -2.93688 0.606
H -4.83709 0.83964 -2.35605 0.458
H -7.86230 0.56156 -1.96646 0.391
H -6.82692 2.00251 -1.85281 0.353
H -7.61986 1.47968 -0.44047 -0.394
C -1.47384 -0.38665 3.22115 -0.698
O -0.38177 0.54729 2.99006 0.337
C -0.71957 1.89628 3.24255 0.066
C 0.62335 2.63681 3.42961 -1.055
N 1.52949 2.31314 2.29345 1.119
C 2.87130 2.86339 2.52372 -0.559
C 3.86534 2.11699 1.57126 -1.453
O 3.54148 0.74930 1.39683 0.868
C 4.31975 0.09302 0.44536 -1.037
H -2.15227 -0.49063 2.37439 -0.012
H -2.07662 -0.22589 4.11497 0.559
H -0.95576 -1.34215 3.30313 -0.131
H -1.34416 1.98082 4.13183 0.809
H -1.20909 2.38897 2.40247 -0.436
H 1.08941 2.46960 4.40066 0.567
H 0.39705 3.70203 3.47651 0.412
H 1.16724 3.03125 1.68255 -1.191
H 3.08750 2.65162 3.57086 0.358
H 2.94933 3.94073 2.37764 0.395
H 4.85735 2.13604 2.02253 0.545
H 3.94218 2.68850 0.64628 0.691
H 3.89957 -0.90767 0.34455 0.067
H 5.35725 0.01653 0.77072 0.341
H 4.32199 0.58912 -0.52519 0.309
C 2.01147 1.40742 -8.73552 -1.450
C 1.47548 2.06273 -7.46160 0.655
C 2.39662 2.08899 -6.25766 -0.714
O 2.52474 0.70806 -5.76568 -0.227
C 3.25393 0.56359 -4.54937 -0.702
N 0.99121 3.41431 -7.76992 -0.771
H 2.41093 0.45465 -8.38802 0.354
H 2.73065 2.04557 -9.24899 0.342
H 1.27337 1.21545 -9.51427 0.384
H 0.62052 1.48429 -7.11153 0.109
H 1.94267 2.78612 -5.55336 0.340
H 3.36335 2.48502 -6.56863 0.328
H 2.88619 1.12692 -3.69174 0.189
H 4.28218 0.88561 -4.71398 0.494
H 3.27739 -0.45506 -4.16220 0.123
H 0.47775 3.35327 -8.63752 0.281
H 1.77843 3.96930 -8.07386 0.282
C -2.57190 -4.23049 -5.96678 -1.623
C -2.48484 -3.84098 -4.50972 0.533
C -1.51954 -2.67018 -4.31119 0.260
O -0.19818 -2.87289 -4.90148 -0.457
C 0.72721 -1.78854 -4.72069 -0.116
N -3.81260 -3.59565 -4.06451 -0.632
H -2.79111 -3.32058 -6.52546 0.363
H -3.39093 -4.93582 -6.10751 0.446
H -1.60285 -4.62386 -6.27387 0.321
H -2.14327 -4.74792 -4.01084 0.271
H -1.31492 -2.50836 -3.25287 -0.422
H -1.88884 -1.70934 -4.66965 0.249
H 0.80068 -1.64365 -3.64286 -0.222
H 0.41509 -0.83845 -5.15430 0.252
H 1.68268 -2.04456 -5.17853 0.293
H -4.23441 -2.81820 -4.55211 0.297
H -3.80813 -3.39091 -3.07549 0.127
C -0.15765 4.88134 -1.48571 -1.586
C 0.49425 4.93170 -0.10603 0.726
C 0.40509 6.34230 0.51381 -1.353
O -0.86383 6.93847 0.46756 -0.305
C -0.85859 8.19633 1.10434 -0.833
N -0.22284 3.98819 0.72376 0.170
H -0.05928 3.91157 -1.97353 0.340
H 0.36473 5.51794 -2.19983 0.486
H -1.20674 5.16967 -1.55191 0.260
H 1.56220 4.73186 -0.19350 0.132
H 1.10528 6.93215 -0.07772 0.598
H 0.80656 6.25710 1.52359 0.500
H -0.55561 8.02063 2.13653 0.340
H -1.86734 8.60782 1.13910 0.265
H -0.19103 8.97299 0.73118 0.314
H -1.02859 4.54753 0.96462 0.280
H -0.50573 3.24561 0.10035 -0.406
```

Values from the calculation:
F_max = 2.9 eV Å⁻¹
Multiplicity = 5
E_HOMO (spin up / spin down) = -9.952 / -9.952 eV
LUMO energy (spin up / spin down) = -2.285 / -2.295 eV
Charge = +1
Frontier orbital gap (spin up / spin down) = 7.67 / 7.66 eV

---

[2]
ORCA calculation (ωB97M-V/def2-TZVPD) on 13 unconnected molecules or ions with the total composition C4H33NO13S2.

XYZ file:
```
53
Properties=species:S:1:pos:R:3:mulliken_charge:R:1
S -3.69862 2.22413 2.28037 -0.223
S -1.95555 1.38305 2.82101 -0.052
C -0.60682 2.15508 1.86057 -0.743
C -0.60150 1.77612 0.40583 -0.729
N -0.25366 0.36722 0.22667 1.236
C 0.88992 -0.08921 -0.33221 0.250
C 1.95038 0.78296 -0.87857 -1.200
O 1.02971 -1.34090 -0.38353 -0.423
H -4.07518 1.63024 1.13632 0.118
H 0.31993 1.89603 2.37608 0.153
H -0.61079 3.27103 1.98589 0.423
H 0.18514 2.46783 -0.10435 0.361
H -1.56251 2.00884 -0.11751 0.291
H -0.94946 -0.27987 0.63443 0.039
H 1.68455 1.89287 -0.88208 0.265
H 2.19076 0.48395 -1.92217 0.362
H 2.86167 0.73599 -0.30611 0.359
H -0.31516 -2.05471 -1.13917 0.488
H -1.80349 -2.33294 -0.85515 0.505
O -1.12880 -2.48100 -1.51344 -0.833
H -2.66340 -2.24508 1.67427 0.215
H -1.28851 -2.67598 0.96332 0.362
O -2.01974 -1.94451 1.00597 -0.664
H -1.94373 0.47533 -3.19371 0.479
H -2.65653 0.91167 -1.84009 0.336
O -2.21447 1.22787 -2.68369 -0.808
H 2.44637 -1.54591 0.70360 0.181
H 2.20582 -1.77699 2.19766 0.467
O 2.88072 -1.49677 1.57002 -0.856
H 0.59395 -2.90251 0.33382 0.312
H -0.17634 -4.04482 -0.15542 0.378
O -0.04978 -3.58489 0.65995 -0.761
H -2.92262 -0.53231 -0.13589 0.194
H -4.17147 -0.26509 -0.98552 0.275
O -3.46016 0.12607 -0.53598 -0.658
H 2.74936 3.77149 1.10983 0.264
H 2.40555 2.34304 1.58862 0.336
O 2.05367 3.08299 1.08247 -0.542
H 1.74852 -1.87278 -1.85233 0.161
H 3.11809 -2.01287 -2.63245 0.290
O 2.17338 -1.96382 -2.72756 -0.704
H -0.07154 3.38093 -2.90111 0.258
H -0.77639 2.14136 -2.44046 0.389
O 0.02971 2.62230 -2.31424 -0.516
H 0.09882 -1.56806 2.53784 0.299
H 0.61462 -0.95188 3.75114 0.341
O 0.74637 -1.68569 3.16264 -0.680
H -1.27970 -1.61045 -2.96536 0.431
H -0.33357 -0.99215 -3.99180 0.308
O -1.25948 -1.02013 -3.75717 -0.781
H 2.96674 0.15064 2.04965 0.408
H 3.85271 0.95721 2.96496 0.266
O 3.05253 1.00505 2.46417 -0.625
```

Values from the calculation:
F_max = 3.7 eV Å⁻¹
Multiplicity = 1
E_HOMO = -9.237 eV
LUMO energy = 0.042 eV
Frontier orbital gap = 9.28 eV

---

[3]
ORCA calculation (ωB97M-V/def2-TZVPD) on a molecular structure, C23H26FN4O5PtS2.

XYZ file:
```
62
Properties=species:S:1:pos:R:3:mulliken_charge:R:1
Pt -0.27925 0.05570 -0.61957 0.663
F 3.77654 3.94868 2.91587 -0.415
C 3.31390 2.97856 2.08028 0.462
C 2.77861 1.82730 2.61910 -0.824
C 2.29570 0.85193 1.75827 -0.030
C 2.34794 1.00820 0.37074 0.383
C 1.77321 -0.02843 -0.54530 -1.520
C 2.91666 2.18209 -0.12486 -0.200
C 3.39437 3.17611 0.71916 -0.542
H 2.72232 1.71201 3.69380 0.435
H 1.82939 -0.03564 2.16817 0.257
H 2.05299 -1.02845 -0.19935 0.469
H 2.17342 0.10345 -1.55428 0.493
H 2.95403 2.33303 -1.19667 0.296
H 3.81592 4.09514 0.33268 0.414
O 0.90826 7.39137 2.63105 -0.500
C 0.19291 6.25784 2.88440 0.680
O -0.30525 6.11929 3.96951 -0.595
C 0.09513 5.28098 1.77449 0.741
C 0.31474 5.61506 0.43601 -0.872
C 0.21502 4.66235 -0.55668 -0.937
C -0.09947 3.32807 -0.25419 0.773
S -0.14686 2.16581 -1.55163 -0.615
C -0.33424 3.00229 1.08926 -0.164
C -0.24268 3.96238 2.07669 -1.099
H 1.36000 7.29215 1.78534 0.309
H 0.53622 6.63594 0.13780 0.336
H 0.39213 4.93726 -1.58957 0.396
H -0.57339 1.97743 1.34286 0.293
H -0.41792 3.69977 3.11201 0.423
C -3.25942 -4.08871 -0.14885 -1.026
C -2.19173 -4.82569 -0.94874 -1.496
C -0.75279 -4.36881 -0.62949 2.669
C 0.24624 -5.14160 -1.50541 -1.475
C 1.69205 -4.71459 -1.28024 -1.157
C -0.47799 -4.70528 0.81959 -0.010
O -0.46268 -5.84829 1.23600 -0.686
N -0.26702 -3.64335 1.64280 0.113
C -0.22457 -2.28269 1.28870 0.169
O -0.04463 -1.47787 2.17889 -0.687
N -0.38288 -1.95122 -0.02715 -0.155
C -0.65136 -2.88066 -0.96921 -0.025
O -0.83748 -2.58111 -2.15047 -1.032
H -4.25486 -4.43115 -0.43495 0.462
H -3.21695 -3.01069 -0.32211 0.140
H -3.14745 -4.26412 0.92361 0.273
H -2.34321 -4.66168 -2.01665 0.424
H -2.24119 -5.89958 -0.75663 0.453
H -0.03801 -4.97181 -2.54437 0.436
H 0.12385 -6.20300 -1.28267 0.499
H 1.83270 -3.65849 -1.51946 0.222
H 2.36967 -5.29230 -1.91019 0.485
H 1.99473 -4.87108 -0.24222 0.275
H -0.11516 -3.82964 2.62315 0.276
N -2.27680 -0.37762 -3.17665 -0.197
C -2.90991 0.39742 -2.30606 0.578
N -3.71571 1.37051 -2.78401 -0.462
S -2.76720 0.17661 -0.62807 -0.579
H -2.20191 -0.10772 -4.14301 0.221
H -1.64213 -1.09773 -2.81164 0.328
H -3.65109 1.63772 -3.75248 0.201
H -3.94552 2.09649 -2.12738 0.254
```

Values from the calculation:
F_max = 0.1 eV Å⁻¹
Multiplicity = 1
E_HOMO = -4.401 eV
LUMO energy = 2.234 eV
Charge = -1
Frontier orbital gap = 6.63 eV

---

Among the records above, which one has the highest multiplicity? C42H108CrF6N8O13P

---

The lowest F_max belongs to which entry? C23H26FN4O5PtS2

---

multiplicity of number 2 (C4H33NO13S2)? 1